1.
# C7H13N3O

A cluster of 2 separate species, C7H13N3O in total (the ωB97M-V functional and the def2-TZVPD basis, the OMol25 dataset).

The calculation puts the relative energy (zero: lowest compared OMol25 entry of this formula, charge and spin) at 287.5 kJ/mol. The total energy is -513.95337 hartree. The LUMO energy comes out at 0.747 eV. Its highest occupied orbital energy is -8.4049 eV. Its spin multiplicity is 1.

```
24
Properties=species:S:1:pos:R:3:forces:R:3:nbo_charge:R:1
C -0.602335 2.431795 1.232264 0.09 -3.67 2.87 -0.609
C 0.455944 2.137650 0.275326 1.60 1.67 -0.10 -0.441
C 0.983291 0.841295 0.608256 3.99 -5.79 0.45 0.119
C 2.158584 0.301441 0.091057 -1.41 -2.69 1.37 -0.069
N 2.379490 -1.064821 0.490180 -7.08 6.32 4.77 -0.533
C 1.268549 -1.338485 1.391541 1.48 5.40 -3.05 0.136
N 0.521265 -0.175735 1.470500 0.39 -2.39 0.19 -0.472
H -1.333666 1.630781 1.057920 -0.27 0.36 0.21 0.239
H -1.109047 3.304019 1.359129 -0.95 2.83 -0.33 0.213
H -0.169968 2.119710 2.256055 -0.80 0.79 -1.23 0.207
H 0.186078 2.117781 -0.748781 -0.81 0.08 -1.10 0.221
H 1.344763 2.801192 0.292737 -0.55 0.14 0.20 0.211
H 2.886456 0.617623 -0.551935 1.47 1.39 -1.70 0.189
H 2.935968 -1.549558 -0.041263 3.71 -3.95 -2.96 0.390
H 1.197112 -2.292728 1.841421 -0.52 -0.40 0.65 0.208
C -1.217515 -2.029585 -0.417957 -1.62 1.32 -2.87 -0.714
C -1.739583 -0.699288 -1.211903 1.18 1.07 -0.76 0.703
N -1.220254 -0.483374 -2.529264 0.45 -2.91 2.23 -0.855
O -2.472721 0.185108 -0.769601 1.20 -2.02 0.05 -0.602
H -0.515980 -2.666727 -0.926759 1.01 0.56 -0.73 0.210
H -2.073174 -2.653469 -0.594159 -0.97 -0.42 1.17 0.229
H -0.853318 -1.852889 0.561285 -0.61 0.35 0.78 0.259
H -1.426091 0.321088 -3.002952 -1.15 2.52 -0.76 0.383
H -0.892481 -1.179117 -3.177297 0.18 -0.56 0.66 0.381
```
Positions in Å, forces in eV/Å.

2.
# C27H49N6V

A structure of composition C27H49N6V (the ωB97M-V functional and the def2-TZVPD basis, the OMol25 dataset).

The calculation puts the relative energy (zero: lowest compared OMol25 entry of this formula, charge and spin) at 0.0 kJ/mol. The total energy is -2330.53073 hartree. The LUMO energy (alpha / beta) comes out at -2.473 / -2.557 eV. The charge is +1. Its highest occupied orbital energy (alpha / beta) is -9.8873 / -10.1865 eV. Its spin multiplicity is 4.

```
83
Properties=species:S:1:pos:R:3:forces:R:3:mulliken_spin:R:1
V 0.661685 0.255808 0.602453 -1.12 -0.25 -0.64 2.791
N 0.811247 -0.210454 2.674044 0.33 1.12 1.46 0.089
C 2.230952 -0.580909 2.897511 0.98 1.10 0.75 0.023
C 3.190266 0.459905 2.184073 -0.66 0.29 0.66 0.027
N 2.735425 0.686088 0.771436 1.79 0.78 -0.94 0.032
H 0.557890 0.603011 3.277238 0.38 -0.55 -0.68 0.016
H 0.209305 -0.935080 3.048683 -0.10 -0.36 -0.32 0.018
H 2.357858 -1.594570 2.515872 0.20 0.09 -0.13 -0.011
H 2.520085 -0.578931 3.988290 -0.35 -0.14 -1.02 0.001
H 4.235933 0.112611 2.254322 -0.49 0.10 -0.16 -0.002
H 3.149199 1.460994 2.704591 -0.11 -1.12 -0.37 -0.001
H 3.355424 0.173993 0.103876 -0.71 0.32 0.77 0.005
H 2.832572 1.687952 0.460352 0.10 -1.22 0.73 0.005
C 1.041731 -3.039805 -1.950236 0.40 0.22 0.92 -0.001
C 1.253208 -2.823390 -0.400984 0.31 1.29 -0.99 -0.055
C 2.591218 -3.441283 0.022425 -0.45 -0.58 0.36 -0.001
C 0.078653 -3.286621 0.383219 -1.27 -1.63 0.80 -0.050
C -0.041856 -4.676424 0.565688 1.08 0.18 0.03 -0.003
C -1.101332 -5.277208 1.215091 -0.87 -0.28 0.49 -0.001
C -2.140866 -4.472885 1.709941 0.53 0.85 -0.75 -0.003
C -2.089405 -3.060169 1.578270 1.36 -0.23 -0.34 -0.005
C -3.202272 -2.290813 2.268319 0.17 0.15 -0.98 0.001
C -4.483908 -2.436732 1.450502 0.11 0.72 -0.64 -0.001
C -3.006576 -0.835934 2.760065 -0.02 -0.07 -1.06 0.008
C -0.975448 -2.484649 0.863046 -0.63 0.07 -0.95 0.036
N -0.923730 -1.094990 0.497239 -1.21 0.74 0.09 -0.184
C -1.857169 -0.445735 -0.195605 0.47 -0.60 -0.04 0.045
C -1.972776 0.957738 -0.153127 1.27 2.56 0.07 0.043
C -2.909113 1.926029 -0.636490 0.83 -1.10 -0.32 0.055
C -2.551141 3.175193 -0.156618 0.21 -0.99 0.12 -0.010
C -1.334280 3.028363 0.544018 0.26 -2.05 0.13 0.091
N -0.958857 1.712854 0.511439 -0.42 -0.33 0.52 -0.089
C -0.499643 4.047265 1.285539 0.36 -0.44 -0.31 -0.012
C -1.022508 5.445108 0.886156 2.10 -0.52 -0.31 0.001
C 1.014893 3.802433 0.866486 -1.13 1.31 -0.01 -0.053
C -0.647693 3.897458 2.799599 -0.92 -0.07 0.88 -0.003
H 1.567058 -2.254647 -2.504111 0.18 -0.38 -0.04 0.001
H 0.002204 -3.014741 -2.261261 -0.26 0.02 0.20 0.000
H 1.431982 -4.043087 -2.168066 -0.08 0.35 -0.26 0.000
H 1.371829 -1.714422 -0.199926 -0.10 -0.84 -0.42 0.066
H 2.710040 -4.503497 -0.289919 0.01 0.86 -0.05 0.000
H 2.630041 -3.456587 1.106257 0.16 -0.01 0.33 0.001
H 3.416607 -2.829893 -0.323709 0.23 -0.13 -0.33 -0.001
H 0.805515 -5.265290 0.189953 -0.61 -0.07 0.23 -0.001
H -1.144507 -6.373654 1.388639 0.09 0.91 -0.37 0.000
H -3.065675 -4.908749 2.095662 0.51 0.02 0.29 0.000
H -3.376705 -2.840340 3.182663 -0.07 -0.42 0.16 0.001
H -4.478062 -1.960993 0.434265 0.34 -0.26 0.89 -0.001
H -5.268842 -1.970238 2.016455 -0.68 0.12 0.15 0.000
H -4.703605 -3.478085 1.313871 -0.30 -0.52 -0.12 0.000
H -3.594513 -0.104821 2.138481 0.35 -0.66 0.97 0.000
H -1.986615 -0.463147 2.749836 0.24 -0.16 -0.12 0.018
H -3.291470 -0.942864 3.791614 -0.52 1.01 0.41 0.000
H -2.463862 -0.933007 -0.958854 -0.63 -0.50 0.59 -0.003
H -3.578590 1.732218 -1.446437 -0.94 -0.11 0.16 0.002
H -3.182895 4.017681 -0.258589 -0.09 0.86 -0.20 0.001
H -0.893935 5.517092 -0.211300 0.18 0.55 0.55 0.000
H -0.427049 6.181564 1.483071 -0.73 -0.19 -0.86 0.000
H -2.070469 5.516966 1.059980 -0.74 0.22 0.51 0.000
H 1.003677 3.933365 -0.237012 0.51 -0.31 0.56 -0.004
H 1.319661 2.782870 1.172374 -0.14 0.67 -0.14 0.045
H 1.665894 4.594528 1.322487 -0.44 -0.82 -0.34 0.000
H -1.748668 3.974830 3.075500 1.29 -0.08 -0.24 0.000
H -0.125197 4.763434 3.290169 -0.31 -1.02 -0.19 0.001
H -0.294305 2.896275 3.190231 -0.16 1.14 -0.41 0.000
C 2.934368 0.712214 -4.601032 0.26 -1.91 -1.91 0.000
C 1.592163 0.860492 -3.964820 -1.56 1.41 -0.79 0.004
C 0.461665 0.063119 -4.676794 0.32 -1.01 1.34 -0.001
C 1.132154 2.352984 -3.944224 0.99 -0.73 -0.63 -0.002
N 1.775083 0.248360 -2.702826 -0.32 -0.68 3.19 0.005
N 0.683015 0.307743 -1.729056 -0.64 -0.63 -0.75 0.050
H 2.967488 1.085510 -5.647653 0.02 -0.04 0.77 0.000
H 3.041896 -0.393541 -4.653472 0.33 0.51 -0.31 0.000
H 3.810718 1.027244 -4.048962 -0.10 0.65 0.30 0.000
H 0.262062 0.443470 -5.650222 -0.23 0.31 -0.77 0.000
H -0.462109 0.136055 -4.050088 0.55 0.08 -0.69 0.000
H 0.701202 -1.031853 -4.746359 -0.01 0.98 0.01 0.000
H 1.107584 2.628469 -5.020330 -0.10 0.35 0.84 0.000
H 1.801628 3.008893 -3.365274 -0.01 -0.21 -0.37 0.000
H 0.153359 2.427370 -3.520470 -0.81 0.23 0.11 0.000
H 2.577189 0.639547 -2.222189 -0.01 0.06 -0.09 0.007
H -0.032083 -0.409711 -2.004379 1.12 0.61 0.31 0.010
H 0.154097 1.174689 -1.790936 0.08 0.40 -0.24 -0.001
```
Positions in Å, forces in eV/Å.

3.
# CH10O6

A cluster of 5 separate species, CH10O6 in total (the ωB97M-V functional and the def2-TZVPD basis, the OMol25 dataset).

The calculation puts the relative energy (zero: lowest compared OMol25 entry of this formula, charge and spin) at 27.6 kJ/mol. The total energy is -495.56528 hartree. The LUMO energy comes out at 0.425 eV. Its highest occupied orbital energy is -10.7339 eV. Its spin multiplicity is 1.

```
17
Properties=species:S:1:pos:R:3:forces:R:3:nbo_charge:R:1
O 1.362371 1.592514 2.007847 -0.13 0.14 0.35 -0.615
C 0.969441 1.782966 0.888833 0.26 -0.15 0.13 0.655
O -0.170599 1.297114 0.441607 0.08 -0.28 0.21 -0.689
H 1.550654 2.372259 0.179762 0.09 0.13 -0.36 0.102
H -0.202821 1.298639 -0.533584 -0.53 0.28 -0.29 0.528
O 0.348364 -0.888671 -1.914304 0.40 0.37 -0.19 -0.998
H 0.137357 -1.381459 -1.104349 -0.32 -0.20 0.16 0.517
H 0.021990 -1.406615 -2.647859 -0.03 -0.41 -0.05 0.468
O -0.632972 -2.300419 0.358104 -0.12 -0.26 -0.47 -0.993
H -0.294781 -1.928377 1.189974 -0.16 0.31 0.22 0.513
H -1.596672 -2.310532 0.418375 0.32 0.08 0.13 0.476
O 0.238533 -0.937169 2.606546 -0.05 -0.43 0.22 -0.970
H 0.139032 0.021177 2.631823 0.07 0.22 -0.20 0.504
H 1.171678 -1.064163 2.797074 0.08 -0.02 0.05 0.480
O -0.896724 1.551974 -2.181112 -0.34 0.43 -0.31 -0.961
H -0.344823 0.920473 -2.653314 0.07 -0.31 0.15 0.500
H -1.800021 1.380284 -2.485416 0.32 0.08 0.24 0.484
```
Positions in Å, forces in eV/Å.